# C32H48BBr2ClF16N4O19PS4

A cluster of 5 separate species, C32H48BBr2ClF16N4O19PS4 in total at a distorted geometry (ωB97M-V/def2-TZVPD, OMol25).

Geometry as XYZ:
```
128
Properties=species:S:1:pos:R:3
C -0.718 -1.795 4.558
C -0.828 -0.488 3.702
C -0.277 -0.651 2.224
B -1.205 -1.893 1.720
O -0.787 -3.237 1.844
N -2.570 -1.686 1.145
C -3.606 -1.942 2.184
C -2.773 -2.728 0.088
C 1.298 -0.883 2.065
C 2.259 -0.409 3.190
C 3.651 -1.131 3.175
C 4.270 -0.926 4.637
O 3.570 -2.542 2.946
N 1.530 -0.384 0.664
C 2.225 -1.490 0.039
Br 1.502 -3.233 -0.379
C 3.498 -1.282 -0.335
C 4.329 -2.397 -1.032
Br 4.396 0.424 -0.083
C 0.337 0.151 0.160
N -0.124 0.316 -1.039
C 0.728 -0.109 -2.190
C 0.524 0.618 -3.545
C 1.200 2.039 -3.538
F 1.514 2.468 -2.288
F 0.488 2.938 -4.234
F 2.402 1.948 -4.190
P -1.747 0.993 -1.479
O -2.743 0.938 -0.183
Cl -1.564 3.061 -1.846
N -0.360 0.556 1.360
C 0.179 1.800 1.916
C -0.343 3.098 1.179
C 0.136 4.390 1.939
F 1.060 4.094 2.919
F -0.980 4.968 2.486
C 0.848 5.380 0.964
F -0.032 5.582 -0.077
F 1.956 4.818 0.406
C 1.161 6.801 1.540
F 1.727 6.800 2.769
F -0.024 7.464 1.666
C 2.077 7.702 0.612
F 1.645 8.988 0.805
F 1.935 7.456 -0.709
C 3.596 7.706 1.002
F 4.087 6.466 1.272
F 3.854 8.489 2.079
C 4.518 8.288 -0.155
F 4.065 9.498 -0.540
F 4.681 7.447 -1.169
F 5.724 8.493 0.418
H 0.101 -2.478 4.253
H -1.663 -2.397 4.515
H -0.611 -1.512 5.632
H -0.231 0.290 4.242
H -1.866 -0.076 3.680
H -1.247 -3.638 2.597
H -4.635 -1.947 1.780
H -3.398 -2.965 2.604
H -3.573 -1.220 3.028
H -1.839 -2.908 -0.488
H -3.638 -2.489 -0.578
H -3.041 -3.712 0.592
H 1.336 -1.998 2.206
H 1.816 -0.614 4.198
H 2.472 0.688 3.192
H 4.397 -0.691 2.485
H 3.983 -1.747 5.323
H 5.376 -0.838 4.509
H 3.930 0.077 4.980
H 3.042 -2.874 3.691
H 5.319 -2.010 -1.340
H 3.766 -2.707 -1.942
H 4.366 -3.271 -0.350
H 0.610 -1.213 -2.303
H 1.787 0.084 -1.887
H -0.502 0.631 -3.959
H 1.130 0.048 -4.292
H -3.392 0.225 -0.316
H -0.063 1.959 2.989
H 1.297 1.875 1.858
H -1.438 3.099 1.020
H 0.216 3.121 0.210
C -7.099 -5.846 -1.078
C -5.766 -5.573 -1.749
O -5.138 -4.584 -0.914
S -5.585 -4.823 0.614
O -4.566 -5.567 1.267
O -6.091 -3.600 1.129
O -6.823 -5.806 0.329
H -7.825 -5.062 -1.305
H -7.513 -6.810 -1.356
H -5.875 -5.206 -2.760
H -5.135 -6.462 -1.753
C 2.881 -7.239 2.142
C 4.388 -7.113 2.241
O 4.755 -6.253 1.160
S 3.568 -5.189 0.899
O 3.891 -3.965 1.569
O 3.214 -5.237 -0.477
O 2.423 -5.938 1.755
H 2.593 -7.947 1.362
H 2.428 -7.536 3.086
H 4.891 -8.074 2.156
H 4.685 -6.629 3.175
C 2.343 11.495 -3.396
C 3.838 11.688 -3.242
O 4.221 12.494 -4.358
S 3.006 13.489 -4.735
O 3.256 14.749 -4.136
O 2.720 13.342 -6.114
O 1.854 12.746 -3.882
H 2.118 10.728 -4.142
H 1.861 11.237 -2.455
H 4.381 10.746 -3.245
H 4.074 12.241 -2.329
C -7.437 -9.279 -5.757
C -8.364 -9.405 -4.566
O -7.621 -8.864 -3.468
S -6.661 -7.690 -4.006
O -7.311 -6.449 -3.782
O -5.340 -7.956 -3.569
O -6.766 -8.026 -5.575
H -6.685 -10.071 -5.760
H -7.976 -9.290 -6.702
H -8.650 -10.435 -4.368
H -9.263 -8.798 -4.698
```

The value obtained for the strongest force on any atom is 4.30 eV Å⁻¹. Its total charge is +1. As for the gap between HOMO and LUMO: 8.2 eV.


# C32H48F12MnO24P2

A structure of composition C32H48F12MnO24P2 at a distorted geometry (ωB97M-V/def2-TZVPD, OMol25).

Geometry as XYZ:
```
119
Properties=species:S:1:pos:R:3
Mn -1.241 1.774 -3.022
P -1.174 0.337 -5.631
F -1.998 -0.993 -5.867
F -0.855 -0.146 -4.069
F 0.177 -0.403 -6.099
F -0.237 1.637 -5.257
F -1.461 0.823 -7.100
F -2.454 1.189 -5.067
P 0.652 -0.165 -0.324
F 0.033 0.397 -1.738
F -0.567 0.472 0.520
F -0.075 -1.556 -0.648
F 1.205 -0.782 1.054
F 1.959 -0.681 -1.136
F 1.437 1.242 -0.154
C 5.421 -2.499 -3.531
C 4.713 -3.523 -2.665
C 3.366 -3.040 -2.114
O 2.724 -4.294 -1.917
C 3.101 -5.094 -2.945
O 2.540 -6.044 -3.275
O 4.219 -4.586 -3.506
H 5.043 -2.469 -4.548
H 6.464 -2.827 -3.618
H 5.456 -1.544 -3.009
H 5.302 -3.819 -1.795
H 2.811 -2.327 -2.725
H 3.523 -2.539 -1.158
C 3.972 -1.115 2.713
C 4.224 0.140 1.914
C 4.720 1.282 2.755
O 5.657 1.943 1.859
C 5.972 1.105 0.850
O 6.713 1.324 -0.046
O 5.327 -0.080 1.016
H 4.987 -1.436 2.975
H 3.410 -1.895 2.225
H 3.505 -0.862 3.661
H 3.333 0.358 1.321
H 5.355 0.997 3.602
H 3.911 1.908 3.124
C -0.059 4.893 3.285
C -0.486 3.447 3.329
C 0.509 2.559 2.559
O 1.402 2.088 3.566
C 0.802 2.205 4.776
O 1.247 1.815 5.784
O -0.393 2.810 4.615
H -0.192 5.214 2.254
H 0.988 4.936 3.597
H -0.572 5.591 3.949
H -1.520 3.283 3.048
H 1.019 2.968 1.691
H -0.084 1.737 2.162
C -4.434 0.533 1.050
C -4.833 -0.428 2.134
C -4.526 -1.903 1.747
O -3.908 -2.474 2.904
C -3.615 -1.461 3.770
O -2.928 -1.558 4.718
O -4.017 -0.254 3.279
H -3.375 0.368 0.823
H -4.553 1.555 1.398
H -4.914 0.324 0.095
H -5.904 -0.504 2.345
H -3.821 -1.991 0.925
H -5.483 -2.351 1.483
C -0.326 -3.634 4.966
C -0.865 -4.056 3.629
C 0.076 -4.613 2.539
O -0.511 -5.878 2.188
C -1.566 -6.150 2.989
O -2.050 -7.210 3.061
O -1.773 -5.172 3.883
H -0.079 -2.581 5.055
H 0.485 -4.290 5.289
H -1.105 -3.824 5.708
H -1.458 -3.337 3.064
H 1.144 -4.715 2.723
H 0.021 -3.935 1.687
C -6.060 -2.301 -2.063
C -4.582 -2.670 -2.004
C -3.874 -2.703 -3.370
O -3.060 -1.543 -3.383
C -3.173 -0.876 -2.247
O -2.698 0.218 -2.064
O -3.860 -1.608 -1.344
H -6.463 -2.341 -3.084
H -6.337 -1.370 -1.575
H -6.768 -3.040 -1.658
H -4.432 -3.630 -1.516
H -4.546 -2.759 -4.220
H -3.182 -3.545 -3.407
C 5.094 1.548 -3.955
C 4.017 1.485 -2.896
C 4.006 2.647 -1.875
O 2.607 3.095 -1.934
C 1.955 2.452 -2.864
O 0.775 2.480 -2.951
O 2.745 1.660 -3.554
H 5.039 0.750 -4.686
H 6.026 1.370 -3.389
H 5.249 2.543 -4.364
H 4.078 0.532 -2.376
H 4.446 3.574 -2.231
H 4.286 2.230 -0.920
C -3.011 6.218 1.554
C -3.301 4.864 0.943
C -3.941 5.013 -0.452
O -3.267 4.013 -1.223
C -2.166 3.596 -0.581
O -1.347 2.916 -1.098
O -2.048 4.164 0.622
H -2.584 6.907 0.821
H -2.250 6.224 2.332
H -3.939 6.611 1.971
H -3.971 4.281 1.574
H -3.971 6.026 -0.855
H -5.003 4.758 -0.369
```

The value obtained for the strongest force on any atom is 3.55 eV Å⁻¹. As for the spin multiplicity: 6. Its total charge is 0. As for the gap between HOMO and LUMO (alpha / beta): 9.7 / 9.4 eV.


# C32H48HfN4O6S5Si4

A structure of composition C32H48HfN4O6S5Si4 at a distorted geometry (ωB97M-V/def2-TZVPD, OMol25).

Geometry as XYZ:
```
100
Properties=species:S:1:pos:R:3
Hf 0.028 0.078 -0.025
N 2.540 0.540 -0.571
C 2.431 1.353 -1.780
C 1.368 2.447 -1.553
O 1.512 3.557 -2.064
N 0.394 2.041 -0.750
C -0.373 3.079 -0.090
C -1.017 2.503 1.174
O -1.646 3.230 1.925
O -0.898 1.234 1.328
H 3.267 -0.166 -0.682
H 2.809 1.135 0.220
H 3.370 1.861 -2.053
H 2.138 0.704 -2.610
H 0.278 3.918 0.187
H -1.178 3.495 -0.706
C 1.106 -1.219 -4.310
O 1.823 -2.396 -4.015
C 2.426 -2.556 -2.786
C 3.603 -3.281 -2.861
C 4.303 -3.675 -1.730
C 3.802 -3.325 -0.501
C 2.640 -2.556 -0.389
C 2.104 -2.338 0.924
N 1.213 -1.448 1.159
N 0.614 -1.448 2.387
C -0.670 -1.246 2.273
O -1.266 -1.211 1.137
C -1.398 -1.173 3.554
C -0.956 -1.949 4.620
C -1.605 -1.890 5.837
C -2.694 -1.049 6.001
C -3.114 -0.249 4.949
C -2.474 -0.312 3.724
C 1.897 -2.120 -1.532
O 0.798 -1.421 -1.430
H 0.507 -1.459 -5.189
H 1.794 -0.404 -4.569
H 0.456 -0.909 -3.491
H 3.964 -3.562 -3.841
H 5.218 -4.242 -1.822
H 4.304 -3.631 0.407
H 2.415 -3.024 1.717
H -0.089 -2.576 4.478
H -1.259 -2.502 6.661
H -3.196 -0.999 6.959
H -3.942 0.433 5.085
H -2.762 0.330 2.907
C -3.827 1.577 -4.635
Si -2.257 1.636 -3.502
C -0.813 1.485 -4.762
C -2.142 3.516 -3.109
Si -2.130 0.111 -1.592
Si -4.301 0.584 -0.519
C -4.622 -0.674 0.904
C -5.972 0.509 -1.511
C -4.455 2.312 0.308
Si -2.713 -2.119 -2.438
C -4.358 -2.378 -3.432
C -1.497 -3.158 -3.516
C -2.921 -3.235 -0.885
H -3.728 2.201 -5.523
H -4.699 1.924 -4.090
H -4.028 0.563 -4.962
H -0.840 2.277 -5.507
H -0.812 0.534 -5.280
H 0.130 1.581 -4.236
H -2.449 4.133 -3.953
H -1.118 3.790 -2.866
H -2.769 3.785 -2.265
H -5.277 -1.487 0.599
H -5.061 -0.210 1.785
H -3.679 -1.112 1.211
H -6.145 -0.482 -1.916
H -5.973 1.203 -2.345
H -6.828 0.752 -0.884
H -3.676 2.466 1.046
H -5.410 2.449 0.813
H -4.360 3.108 -0.425
H -4.331 -1.837 -4.373
H -5.214 -2.017 -2.873
H -4.539 -3.426 -3.661
H -1.383 -2.758 -4.519
H -1.828 -4.190 -3.612
H -0.514 -3.180 -3.061
H -3.912 -3.139 -0.451
H -2.203 -2.920 -0.133
H -2.746 -4.292 -1.078
C 0.034 3.490 4.576
S 1.152 4.756 3.914
C 2.683 3.900 3.874
C 2.960 2.804 3.110
S 1.874 1.906 2.205
S 4.697 2.316 3.203
C 5.250 3.567 4.273
S 6.814 3.748 4.755
S 3.984 4.612 4.810
H -0.971 3.867 4.418
H 0.249 3.332 5.630
H 0.165 2.578 4.003
```

The value obtained for the strongest force on any atom is 3.07 eV Å⁻¹. Its total charge is -2. As for the gap between HOMO and LUMO: 6.3 eV. The energy above the lowest of the compared OMol25 structures with the same formula, charge and spin is 40.4 kcal per mole.


# C32H48IrN7O4

A structure of composition C32H48IrN7O4 at a distorted geometry (ωB97M-V/def2-TZVPD, OMol25).

Geometry as XYZ:
```
92
Properties=species:S:1:pos:R:3
Ir 0.005 -1.087 -0.711
C -2.493 -4.579 0.513
C -2.008 -4.015 -0.824
C -3.137 -3.228 -1.557
C -3.977 -2.060 -0.959
C -4.804 -1.455 -2.088
C -4.890 -2.435 0.204
N -2.976 -1.032 -0.441
C -3.119 0.440 -0.585
C -1.891 1.147 0.005
N -0.519 0.954 -0.602
C 0.514 1.318 0.444
C 2.909 -0.169 0.555
O 3.734 0.800 1.037
O 2.874 -0.671 -0.521
C -0.268 1.706 -1.898
C -0.762 3.151 -1.879
C -0.814 0.992 -3.132
C -0.159 -0.308 -3.603
C 1.361 -0.228 -3.618
C -0.697 -0.606 -5.006
N -0.619 -1.403 -2.638
C -0.288 -2.794 -3.139
C 0.152 -3.701 -2.004
N -0.605 -3.394 -0.791
C 0.128 -3.719 0.473
C -0.254 -2.704 1.547
O 0.249 -2.720 2.647
O -1.104 -1.766 1.136
H -3.533 -4.883 0.399
H -2.442 -3.867 1.334
H -1.945 -5.473 0.797
H -1.860 -4.884 -1.475
H -3.879 -3.990 -1.806
H -2.773 -2.896 -2.532
H -5.496 -2.213 -2.456
H -4.190 -1.138 -2.937
H -5.405 -0.611 -1.747
H -5.517 -3.282 -0.076
H -5.557 -1.605 0.446
H -4.339 -2.708 1.104
H -2.759 -1.262 0.538
H -2.066 -1.233 -0.871
H -3.994 0.775 -0.030
H -3.285 0.684 -1.629
H -1.810 0.840 1.049
H -2.119 2.212 -0.001
H -0.052 0.058 2.034
H 1.439 1.416 -0.121
H 0.820 1.720 -1.987
H -1.844 3.220 -2.015
H -0.302 3.688 -2.709
H -0.490 3.688 -0.972
H -0.700 1.705 -3.952
H -1.896 0.846 -3.057
H 1.670 0.688 -4.126
H 1.805 -1.056 -4.170
H 1.802 -0.224 -2.618
H -0.425 0.209 -5.677
H -1.789 -0.685 -5.009
H -0.284 -1.519 -5.429
H -1.632 -1.324 -2.665
H 0.525 -2.727 -3.856
H -1.151 -3.179 -3.680
H 1.204 -3.508 -1.787
H 0.081 -4.752 -2.311
H 1.198 -3.630 0.280
H -0.038 -4.727 0.850
N 4.608 2.721 3.842
C 5.083 3.720 4.576
C 6.299 3.906 5.246
C 6.403 5.088 5.917
C 5.366 6.116 5.955
C 4.197 5.965 5.312
C 4.023 4.736 4.575
N 3.015 4.357 3.854
C 3.328 3.090 3.371
C 2.512 2.355 2.576
C 1.254 2.991 2.153
C 0.351 2.572 1.263
N 0.622 0.124 1.279
C 1.962 -0.164 1.744
C 2.935 0.932 2.276
H 5.133 1.898 3.586
H 7.100 3.180 5.233
H 7.314 5.284 6.471
H 5.567 7.016 6.520
H 3.408 6.704 5.335
H 1.058 3.934 2.644
H -0.525 3.194 1.129
H 1.945 -1.072 2.346
H 3.526 0.543 3.102
```

The value obtained for the strongest force on any atom is 2.26 eV Å⁻¹. As for the spin multiplicity: 2. Its total charge is +3. As for the gap between HOMO and LUMO (alpha / beta): 5.8 / 6.0 eV.